# 1
Below is a structure of composition C19H18HgN5O10S2 in a non-equilibrium geometry, with properties calculated with ωB97M-V with the def2-TZVPD basis set.

```
55
Properties=species:S:1:pos:R:3:forces:R:3:lowdin_spin:R:1
Hg -0.72015 0.43857 1.48428 -0.1531 0.1398 -1.2077 0.0004
N 0.02369 0.34327 3.45163 1.3467 -0.9603 -0.2592 0.0002
C 0.01085 1.46900 4.36165 1.5091 -0.0776 1.9488 0.0000
C 0.82476 2.66308 3.83499 -1.2208 -0.3121 0.0054 0.0000
C 0.16858 3.38618 2.60680 -0.2865 1.8703 1.4936 0.0000
O 0.53990 4.59484 2.59544 -0.6678 -1.3744 -1.1215 0.0000
O -0.72350 2.80365 1.90301 1.0044 0.7360 0.6123 0.0000
H -0.41061 -0.52976 3.77562 -0.4581 -0.3917 0.4174 0.0000
H 0.98858 -0.03704 3.28894 -0.8614 0.8286 0.2180 0.0000
H 0.46312 1.15439 5.36254 -0.0924 0.0932 -1.1274 0.0000
H -0.99207 1.70198 4.71298 -0.3069 0.3028 -0.8449 0.0000
H 1.80741 2.35760 3.46716 0.1398 -0.2099 0.4016 0.0000
H 0.93246 3.37747 4.69133 0.0665 -0.3885 -1.0603 0.0000
C 2.73755 -1.96962 -0.37572 0.9028 -1.8677 1.6220 0.0004
C 3.36626 -0.64365 -0.15667 -2.0895 1.0985 -0.3044 0.0001
N 2.47446 0.32983 -0.24947 2.0666 0.6763 0.0714 0.0001
C 3.12862 1.54841 -0.32339 2.2635 -1.6098 -0.2365 0.0000
C 4.52676 1.49815 -0.28151 -1.7266 0.8705 0.5244 0.0000
S 5.03101 -0.10341 0.01625 -0.6408 -0.5890 -0.6022 0.0001
C 2.41551 2.74082 -0.60171 -3.2951 1.1419 0.4313 0.0000
C 2.90208 3.96410 -0.88793 1.3881 0.2719 -0.7773 0.0000
S 1.67996 5.11683 -1.19805 -0.6269 -0.7979 0.5136 0.0000
C 0.46815 3.87500 -0.80342 0.8325 -1.4646 -0.3719 0.0000
N 0.98485 2.68159 -0.53414 0.6367 2.3851 -0.5981 0.0000
C -1.00669 4.14424 -1.00979 0.7551 -0.4251 1.6735 0.0000
H 1.83129 -2.08913 0.28151 1.0643 0.1185 -0.3614 0.0001
H 3.47210 -2.79259 -0.20730 -0.6079 0.3410 0.0605 0.0000
H 2.35680 -2.10394 -1.36731 -0.0279 0.3254 -0.8654 0.0003
H 5.12705 2.41487 -0.29518 0.0814 -0.8523 0.1441 0.0000
H 3.96171 4.17663 -1.10177 -0.7430 0.0701 0.3027 0.0000
H -1.18378 4.44652 -2.01883 -0.2642 0.1422 -0.6633 0.0000
H -1.36554 4.89191 -0.29408 0.1751 0.0761 -0.2161 0.0000
H -1.52145 3.22556 -0.73420 -0.0648 -0.0650 -0.3218 0.0000
O -0.56239 -2.28679 3.74225 0.4797 0.4555 -0.8995 0.0000
C -0.03382 -2.69055 2.66161 -0.2883 0.1136 -0.2572 0.0000
O 0.31372 -2.05305 1.61188 -0.5597 -0.6075 2.0767 0.0004
H 0.09390 -3.79542 2.68617 0.2806 0.0169 -0.5239 0.0000
O -3.47605 -0.41939 0.20725 1.3500 -0.5208 -0.0424 -0.0080
C -2.46578 -0.71262 -0.44077 1.0979 3.2206 0.4918 0.0003
O -1.29086 -0.04203 -0.42636 -1.2556 -0.1197 1.3380 0.0050
C -2.40198 -1.67436 -1.48819 -1.6888 -2.0649 -1.0458 0.0236
C -3.59722 -2.46811 -1.57458 1.9837 -0.2197 -1.4540 0.1709
C -3.59336 -3.38597 -2.61419 -0.4373 -1.0756 -0.7782 0.0171
C -2.61785 -3.58740 -3.57899 1.2950 1.6129 0.3251 0.0948
C -1.43659 -2.81618 -3.35094 2.2360 -0.9702 -0.9910 0.0737
C -1.32257 -1.85761 -2.33451 -0.7895 0.2742 0.3020 0.0617
N -0.16074 -3.12291 -4.02751 -4.8840 1.1802 2.1533 0.1952
O 0.86940 -2.74255 -3.47366 1.9717 0.3193 0.0401 0.1661
O -0.28338 -3.67637 -5.11457 0.8322 -1.3605 -2.2002 0.1758
N -4.65491 -4.38806 -2.72963 -1.4206 -0.1973 1.0353 0.0020
O -5.72369 -4.15592 -2.08545 2.0658 -1.1537 -1.8022 -0.0140
O -4.39043 -5.42103 -3.37554 -1.4865 1.3874 1.1639 0.0082
H -4.38546 -2.35386 -0.88595 -0.6385 0.0094 0.5594 0.0126
H -2.75321 -4.19571 -4.47106 0.2207 0.0127 0.6070 0.0085
H -0.42645 -1.22946 -2.33093 -0.4634 -0.4152 0.4005 0.0043
```
Forces are in eV/Å.

Output
Expectation value of S²   0.7768
HOMO (alpha / beta)   0.210 / -3.635 eV
Charge   -2
Largest force on an atom   5.5 eV/Å
2S+1   2
Relative energy (zero: lowest compared OMol25 entry of this formula, charge and spin)   0.0 kcal/mol
DFT total energy   -73761.636 eV

# 2
Below is the molecule C4H8N2 in a non-equilibrium geometry, with properties calculated with ωB97M-V with the def2-TZVPD basis set.

```
14
Properties=species:S:1:pos:R:3:forces:R:3:nbo_charge:R:1
H 2.54665 0.31290 0.23576 -0.5516 0.5652 -0.8554 0.3391
N 1.77046 0.57916 0.83541 -1.2239 -0.9373 1.3044 -0.7447
C 0.69907 -0.14990 0.65570 5.4988 -0.9172 0.5072 0.4446
N 0.00237 -0.61612 1.77577 -0.8891 0.4660 -0.1994 -0.8404
C 0.43358 -0.82340 -0.65662 -2.3334 2.5425 1.6472 -0.4870
C -0.95123 0.01055 -0.60369 -0.2029 -2.0387 -3.1412 -0.1971
C -1.16378 1.13526 -1.28569 0.2140 -0.2531 0.7076 -0.3651
H 0.51862 -0.49836 2.63609 0.0666 0.4442 -0.1885 0.3978
H -0.93683 -0.25438 1.85117 -0.1973 -0.2543 0.1809 0.3776
H 1.03981 -0.41072 -1.45922 0.0524 -0.3182 0.1534 0.2235
H 0.32840 -1.90687 -0.59527 -0.2780 0.3041 -0.1688 0.2385
H -1.78388 -0.60741 -0.29064 -0.1835 0.1328 0.0764 0.2043
H -0.34292 1.79244 -1.52941 0.1748 -0.0897 -0.5206 0.2013
H -2.16033 1.43686 -1.56935 -0.1468 0.3537 0.4969 0.2075
```
Forces are in eV/Å.

Output
HOMO   -8.931 eV
Largest force on an atom   5.6 eV/Å
Relative energy (zero: lowest compared OMol25 entry of this formula, charge and spin)   55.7 kcal/mol
DFT total energy   -7255.462 eV
SMILES   [H]/N=C(/N)CC=C

# 3
Below is a structure of composition C25H44F6N3O8PS2Si in a non-equilibrium geometry, with properties calculated with ωB97M-V with the def2-TZVPD basis set.

```
90
Properties=species:S:1:pos:R:3:forces:R:3:mulliken_charge:R:1
C 0.50093 0.86338 5.90503 0.2107 -0.1384 -1.1794 -0.9079
C 0.09188 1.30505 4.35537 -0.0337 1.1156 1.4439 0.3698
C -0.82597 2.68148 4.52400 -0.7470 -2.0594 -1.1523 -0.8972
C -1.57738 2.90072 3.07490 0.9541 1.3444 0.6089 0.4580
C -0.85219 4.15143 2.30113 -1.5630 0.4728 0.4872 -0.2929
C -2.04376 4.85574 1.36213 0.9495 1.3237 0.3505 -0.6697
C -1.59481 5.04482 -0.20278 -0.8914 0.9174 0.6489 -0.6092
C -1.89328 3.76143 -1.17634 0.6710 0.0906 -0.7046 -0.5166
C -1.52472 2.29764 -0.53774 1.3083 -2.9119 1.0880 0.0782
C 0.05001 1.87662 -0.28210 -2.5113 -2.9285 1.1668 0.9701
C 1.36262 2.79854 -0.62271 1.1658 4.9074 -3.6863 0.3116
O 1.33114 3.95174 -1.34688 -0.5214 -7.7051 4.9960 -0.5219
O 2.69512 2.35866 -0.17745 -3.6155 -0.2343 -1.5205 -0.3618
C 3.29010 1.36520 -1.08446 1.8424 -1.0150 -1.4733 -0.3948
C 3.39566 1.85953 -2.66028 0.5956 -1.1797 1.0968 -0.4206
O 2.21730 1.31007 -3.34949 0.9766 2.3091 -0.9192 -0.3027
Si 1.91548 2.09346 -4.89313 -1.0312 -0.8382 -0.5155 0.7308
C 0.08711 1.58344 -5.39900 -0.5968 -0.1161 0.7199 -0.8133
C 1.93439 4.01865 -4.85183 -0.1907 1.4016 -0.1458 -0.9171
C 3.04479 1.43620 -6.33085 0.3897 0.2545 -0.8648 -1.0047
C 0.32385 0.38927 0.36877 -3.4358 0.8666 -0.5935 -0.6210
C -0.89483 -0.65595 0.71243 -0.2292 5.1819 -1.3246 -0.0558
P -0.39624 -2.37205 1.41285 3.6421 -3.0983 -5.1059 0.2436
O 0.30011 -3.17520 0.20027 -3.2250 3.7194 3.7281 -0.5826
N -2.34709 -0.21109 0.44984 2.7909 2.3682 -0.4634 0.7480
C -3.41387 -1.24438 0.84099 -1.8291 -1.0904 0.5670 -0.9668
C -3.57607 -2.45917 -0.25098 -0.1717 -0.6585 -1.2236 -0.2587
C -2.83361 -2.18034 -1.69228 0.4991 -0.9327 -0.2568 -0.7616
C -2.69479 1.16406 -0.15849 2.7015 0.2559 0.3081 0.3207
C -4.26012 1.61649 -0.48516 -0.5678 -0.7531 -0.9101 -1.2774
N -4.81448 2.64496 0.47453 -0.1411 -0.5373 -0.6968 -0.3866
H 0.14354 1.71327 6.63530 0.6709 -1.9642 -1.3280 0.2880
H -0.03164 -0.17379 6.09078 1.2970 2.2268 0.1250 0.2614
H 1.67325 0.77880 5.96443 -2.4380 -0.0912 0.1424 0.2775
H -0.53383 0.45581 3.81819 1.3273 1.8195 1.0621 -0.1782
H 1.06094 1.57910 3.74293 -2.0100 -0.6945 1.0286 0.1063
H -0.15979 3.58208 4.86466 -1.3814 -1.7375 -0.7307 0.2657
H -1.69186 2.46715 5.31085 2.0937 0.4731 -1.4265 0.3419
H -1.50165 1.96358 2.36501 -0.3997 1.6513 1.6612 -0.6304
H -2.69606 3.19897 3.32766 2.2728 -0.6916 -0.9155 0.3501
H 0.10422 3.87185 1.68773 -1.8811 0.3515 1.1334 -0.0856
H -0.52140 4.93358 3.14028 -0.6768 -1.6760 -1.9850 0.5142
H -3.08673 4.34655 1.51533 2.1581 0.7473 -0.5780 0.1875
H -2.15398 5.95714 1.80957 0.1182 -2.3086 -1.1134 0.3606
H -2.25256 5.94505 -0.62935 1.4351 -2.0439 0.6997 0.3867
H -0.49015 5.43007 -0.20458 -2.0383 -1.1187 -0.2455 0.1583
H -1.20772 3.88026 -2.14650 -1.3517 -0.4086 2.1675 0.1197
H -2.99919 3.87114 -1.56086 2.1615 -0.7228 1.0853 0.3415
H 2.75729 0.32335 -1.10184 0.6577 2.0529 0.1249 0.1699
H 4.39140 1.16319 -0.67665 -2.5149 0.7295 -0.7063 0.3918
H 4.34386 1.30998 -3.10563 -1.7184 1.3248 0.9307 0.3443
H 3.50160 3.02639 -2.71348 -0.2632 -2.2648 0.0721 0.2138
H -0.58118 1.72013 -4.41940 1.2200 -0.3895 -2.1381 0.0487
H 0.03943 0.46400 -5.75501 -0.0659 2.2436 0.6885 0.2946
H -0.33050 2.30561 -6.22154 0.7936 -1.4612 1.4768 0.2853
H 0.81191 4.39775 -4.90650 2.3116 -0.7484 0.1316 0.2515
H 2.48741 4.42178 -5.82662 -1.1338 -0.7727 2.1938 0.3235
H 2.40712 4.49660 -3.89405 -0.8337 -0.8036 -1.8976 0.2168
H 3.03915 2.27999 -7.17007 0.0986 -1.7781 1.7152 0.2780
H 4.15619 1.25417 -6.00942 -2.0902 0.1978 -0.7569 0.2691
H 2.56247 0.47949 -6.81765 1.1671 1.7697 1.0751 0.2557
H 1.42418 0.04787 0.60062 -2.5103 0.7183 -0.4975 0.3397
H 0.66193 -2.13327 2.37050 -1.2716 0.3164 -0.0794 0.1981
H -1.48963 -3.14193 1.95151 0.4388 1.0816 0.1019 0.1161
H -4.48837 -0.74714 0.99305 2.7411 -0.6914 -0.4503 0.3748
H -3.17804 -1.75919 1.89196 -0.1617 1.6469 -2.3020 0.3840
H -4.72170 -2.67596 -0.49829 2.4302 0.7071 0.9257 0.3333
H -3.13155 -3.47543 0.16705 -0.9196 2.2383 -0.7185 0.2395
H -1.72977 -2.62300 -1.61330 -2.2565 1.3218 -0.2479 0.1969
H -2.83037 -1.05795 -2.02891 0.0329 -2.1435 0.7673 0.1168
H -3.35492 -2.80160 -2.55607 0.9512 1.3049 1.9708 0.3581
H -4.99466 0.67967 -0.57435 2.0019 1.6882 0.1853 0.3367
H -4.25165 2.08763 -1.58205 0.2104 -1.0354 2.5309 0.3898
H -5.59423 3.20676 0.03204 1.2975 -1.1695 0.7085 0.2629
H -5.13765 2.23436 1.37731 0.3152 0.3736 -1.2520 0.2356
C 1.08473 -5.81557 1.85212 -1.4531 0.4640 -2.3705 0.7491
F 0.58400 -4.85423 2.68182 0.4485 -0.4917 0.0056 -0.2392
F 0.03721 -6.63994 1.54739 0.8912 0.5958 0.5282 -0.2588
F 1.40795 -5.18170 0.68468 0.3104 -1.3384 1.5338 -0.2603
S 2.49657 -6.71832 2.56853 0.6118 0.7030 2.6140 0.9354
O 1.95355 -7.33785 3.78196 0.4225 0.6331 -1.7908 -0.6613
O 3.50461 -5.68246 2.81044 -1.2472 -1.1059 -0.6934 -0.6490
N 2.76361 -7.68822 1.34232 0.2543 0.3044 0.8713 -0.2474
S 3.98795 -8.66095 1.61447 2.4145 -1.4143 1.5390 0.9681
O 3.77880 -9.69975 2.62724 -0.1816 1.3866 -1.4184 -0.6357
O 5.31557 -8.04182 1.63614 -1.8461 -0.4406 -0.3111 -0.6376
C 3.93211 -9.55705 0.02800 -0.4165 -1.1209 -2.4787 0.6496
F 4.09946 -8.72849 -1.04642 -0.0316 -0.4467 1.0819 -0.2380
F 2.73662 -10.18884 -0.17471 0.9313 0.5745 0.4852 -0.2381
F 4.89483 -10.51911 -0.07892 -0.7902 1.0958 0.5952 -0.2172
```
Forces are in eV/Å.

Output
HOMO   -8.098 eV
Largest force on an atom   9.2 eV/Å
DFT total energy   -102612.135 eV

# 4
Below is a structure of composition C15H15Cl2N4ReSSe in a non-equilibrium geometry, with properties calculated with ωB97M-V with the def2-TZVPD basis set.

```
39
Properties=species:S:1:pos:R:3:forces:R:3:lowdin_spin:R:1
Re -0.16941 0.18661 1.46086 -0.1130 -1.4726 -3.3717 0.3282
C -1.75591 3.75905 -1.74405 -0.5400 0.2317 -0.0130 0.0008
N -0.39416 3.28540 -1.49771 0.2752 -0.3191 0.1628 0.0009
C 0.74839 4.00715 -1.73654 0.1971 0.0563 -0.0386 -0.0022
C 1.80345 3.25032 -1.36155 0.0141 0.1983 -0.0589 -0.0011
N 1.29917 2.04947 -0.88923 -0.2835 0.0519 0.1601 -0.0023
C -0.06177 2.10330 -0.97262 0.1676 0.2720 -0.2100 0.0037
S -1.19499 0.88357 -0.50668 0.2875 -0.4955 1.7040 0.0263
C 2.09780 0.93433 -0.52347 0.1747 -0.1046 -0.2050 0.0034
C 3.35188 0.80260 -1.09007 -0.0786 -0.0068 -0.0167 0.0001
C 4.15044 -0.27895 -0.74798 -0.0917 0.0223 0.0265 0.0017
C 3.66435 -1.21433 0.15651 -0.0157 0.0392 -0.0328 -0.0009
C 2.40702 -1.02666 0.67598 0.0894 -0.2391 0.0166 0.0013
N 1.61010 0.02473 0.35174 -0.0757 0.3044 0.6166 0.0008
H -1.71675 4.59698 -2.43427 0.0878 -0.0420 -0.0321 0.0000
H -2.21835 4.09593 -0.81641 0.1235 -0.0339 0.0392 0.0000
H -2.36497 2.97154 -2.18054 0.1092 -0.0403 -0.0534 0.0004
H 0.73702 5.00543 -2.14348 -0.0834 -0.0151 -0.0103 -0.0001
H 2.85084 3.49652 -1.37545 0.0074 -0.0769 0.0387 0.0000
H 3.69971 1.51991 -1.81898 -0.0307 -0.0063 -0.0151 0.0001
H 5.12751 -0.39061 -1.20053 0.0077 -0.0191 0.0166 0.0001
H 4.24094 -2.08342 0.44075 -0.0007 0.0124 0.0403 0.0000
H 1.99325 -1.74082 1.37676 -0.0286 0.0057 -0.0197 0.0035
Se -1.11889 -1.98583 1.71273 0.1445 0.1943 -0.3498 0.4443
C -1.92708 -2.84589 0.18205 0.0679 0.4042 0.2166 0.0473
C -1.73542 -4.21756 0.09548 0.1480 -0.3361 0.1739 0.0387
C -2.40422 -4.89187 -0.92988 0.1943 0.6057 0.3652 -0.0051
N -3.19155 -4.24405 -1.76588 -0.4787 -0.6788 -0.7740 0.0370
C -3.38993 -2.94222 -1.68362 0.4188 0.2829 0.6033 -0.0054
C -2.76543 -2.17716 -0.69824 -0.1736 0.1377 -0.2552 0.0279
H -1.10740 -4.76817 0.78543 -0.0184 0.0516 0.0195 0.0017
H -2.30006 -5.96296 -1.05219 -0.0029 0.0100 -0.0323 -0.0007
H -4.06920 -2.49132 -2.39736 0.0126 -0.0168 -0.0006 -0.0008
H -2.96886 -1.11728 -0.63035 -0.0474 -0.0509 0.0673 0.0008
Cl -0.28725 -1.38416 5.14210 -0.1128 0.4776 -0.1931 0.0056
C -0.60991 0.33193 5.13063 0.2612 -1.4707 1.4427 0.0065
Cl -0.61726 1.06834 3.46333 -0.5584 1.7588 0.5379 0.0361
H 0.17739 0.85136 5.67028 0.0456 0.1936 -0.2595 0.0022
H -1.59049 0.53880 5.55246 -0.1001 0.1141 -0.3059 -0.0007
```
Forces are in eV/Å.

Output
Expectation value of S²   0.8196
HOMO (alpha / beta)   -17.301 / -17.256 eV
Charge   +3
Largest force on an atom   3.7 eV/Å
2S+1   2
DFT total energy   -125085.005 eV